No. 1
ORCA calculation (ωB97M-V/def2-TZVPD) on a cluster of 3 separate species, C4H18N2O2 in total in a non-equilibrium geometry.

Geometry as XYZ:
```
26
Properties=species:S:1:pos:R:3:forces:R:3
C 0.507 -0.222 -1.426 0.3633 -0.3739 -1.3002
C 0.825 0.491 -0.095 -2.4599 -1.1381 0.0324
C -0.402 0.658 0.832 -0.9442 1.0035 -1.8265
C -1.538 -0.321 0.511 1.7346 -1.6205 1.1821
N -2.445 -0.397 1.714 0.0993 -1.8581 -0.7585
N 1.426 1.767 -0.583 1.1202 1.0958 -0.6166
H -0.343 0.108 -2.048 0.0519 0.8075 0.8662
H 1.340 -0.139 -2.134 0.2498 0.1161 0.2501
H 0.312 -1.281 -1.457 0.1829 -0.5904 1.0018
H 1.445 -0.059 0.615 1.1950 0.1390 -1.0168
H -0.819 1.655 0.618 0.0516 0.1127 0.6874
H -0.154 0.497 1.871 0.3118 0.3898 0.3465
H -2.150 -0.053 -0.328 -0.2188 0.1542 -0.4196
H -1.104 -1.359 0.376 -0.7200 1.2044 0.1277
H -1.957 -0.349 2.656 -0.0114 0.3379 -0.4901
H -3.210 0.244 1.537 -0.7124 1.0048 0.4717
H -2.849 -1.362 1.668 0.2191 0.4685 0.2355
H 2.366 1.480 -0.932 -0.1571 0.3834 -0.5631
H 1.665 2.529 0.064 -0.5704 -0.4062 0.4801
H 0.888 2.231 -1.377 0.6162 -1.0256 1.1435
H 4.764 0.721 -1.924 0.6698 0.3660 0.3883
H 4.713 2.259 -1.354 0.8346 -0.5306 -0.0030
O 4.298 1.557 -1.859 -1.7428 0.1647 -0.1851
H -1.874 -3.882 1.168 0.5714 0.5729 0.6026
H -3.194 -3.629 0.687 -0.2473 0.8873 0.3400
O -2.510 -3.147 1.200 -0.4872 -1.6649 -0.9762
```
Forces are in eV/Å.

The spin multiplicity is 2. The calculation puts the HOMO-LUMO gap (alpha / beta) at 0.1049 / 0.4404 hartree. The value obtained for the total energy is -11504.973 eV. Its charge is +1. For the HOMO energy (alpha / beta), the calculation gives -5.900 / -15.093 eV.



No. 2
ORCA calculation (ωB97M-V/def2-TZVPD) on a cluster of 4 separate species, C4H18N3O4 in total in a non-equilibrium geometry.

Geometry as XYZ:
```
29
Properties=species:S:1:pos:R:3:forces:R:3
N -0.923 1.347 0.524 -0.9011 0.0718 -1.1652
C -0.410 0.830 -0.795 0.8089 0.3731 0.9742
C -1.171 -0.363 -1.319 -0.3680 1.2439 0.1027
N -1.182 -1.503 -0.422 0.6102 -0.3510 -0.3221
C 0.156 -2.086 -0.282 0.3689 0.2255 1.7115
C 0.802 -1.724 1.064 -0.4533 0.1287 2.1362
N 1.140 -2.740 1.904 -0.2523 -0.4879 -1.2454
O 0.920 -0.574 1.483 -0.0259 0.3038 -0.7340
H -1.950 1.361 0.531 0.2529 -0.1289 -0.1193
H -0.636 0.732 1.285 0.4653 0.1645 0.0685
H -0.623 2.345 0.623 0.3218 -0.9577 0.2585
H -0.239 1.677 -1.453 -1.1597 0.0609 -0.4594
H 0.639 0.570 -0.683 0.0597 -0.3909 0.7964
H -2.229 -0.075 -1.470 0.5520 -0.2306 -0.5371
H -0.584 -0.529 -2.224 -0.7592 -0.3348 -0.6214
H -1.754 -2.208 -0.881 -0.1328 0.1051 0.3538
H 0.117 -3.168 -0.243 -0.0628 -0.1855 -0.8246
H 0.870 -1.671 -0.989 0.1383 -0.4256 -0.5200
H 1.630 -2.587 2.768 -0.0762 0.3547 0.0185
H 0.925 -3.694 1.667 0.1852 0.0101 -0.0141
H 0.231 2.982 3.215 0.1603 -0.7229 0.1787
H 0.674 1.473 3.057 0.4490 0.0313 0.2310
O -0.019 2.108 2.876 -0.4261 0.7480 0.0189
H 0.833 4.082 -0.443 0.1935 0.0991 -0.2536
H 0.243 4.313 0.960 -0.0002 -0.3813 -0.7075
O 0.190 3.731 0.174 -0.0477 0.8225 0.9075
H 0.664 -1.668 -2.896 0.4046 -0.3112 -0.0313
H 0.498 -1.345 -4.329 0.5153 -0.1244 -0.2251
O 1.190 -1.614 -3.703 -0.8203 0.2898 0.0236
```
Forces are in eV/Å.

The calculation puts the HOMO-LUMO gap at 0.3836 hartree. The value obtained for the total energy is -17094.706 eV. Its charge is +1. For the HOMO energy, the calculation gives -13.137 eV.